# 1
The following is a DFT calculation (ωB97M-V/def2-TZVPD) of a cluster of 3 separate species, C39H47Cl2N3O4 in total at a distorted geometry.

Geometry as XYZ:
```
95
Properties=species:S:1:pos:R:3:forces:R:3:lowdin_charge:R:1
C 1.4713 -0.0242 4.4196 -0.624 0.169 -0.351 -0.05
C 0.8794 0.4631 3.0449 -0.655 -0.455 -0.549 -0.10
C 1.4697 1.5851 2.2746 -1.031 -0.472 -0.487 -0.06
C 2.7497 2.2214 2.8997 0.108 -0.429 0.803 -0.14
C 3.9711 1.1998 2.9429 -0.155 -0.056 -1.035 -0.18
C 4.8924 1.3081 1.6407 -1.081 -1.434 1.186 -0.17
C 5.3452 -0.1637 1.2934 0.414 0.348 -0.137 -0.25
O 5.8326 -0.8798 2.4561 -0.416 0.120 -0.359 -0.10
C 0.8603 2.0486 1.0038 -0.763 -2.083 1.967 -0.12
C 1.4480 3.2554 0.2208 0.119 -0.218 0.236 -0.59
Cl 0.0786 4.4547 -0.0816 0.837 -0.291 0.144 0.59
C 2.1724 2.9028 -1.1430 -1.167 -0.080 -0.798 -0.68
C 1.9639 1.4420 -1.6665 0.815 0.404 -0.855 -0.11
Cl 3.9549 3.3565 -1.1090 -0.918 -0.186 0.114 0.58
C -0.3483 1.3072 0.5788 0.383 -0.313 0.434 -0.17
N -1.0316 1.6853 -0.6646 0.730 -0.624 0.564 0.04
C -0.9006 0.1820 1.3160 0.928 0.416 0.987 -0.01
C -0.3017 -0.2687 2.5768 0.922 2.050 -1.291 -0.02
C -0.9268 -1.4609 3.3223 -1.133 -0.342 -0.075 -0.27
O -0.3202 -2.2781 3.9810 0.189 0.760 -0.240 0.10
C -2.4657 -1.6552 3.1833 -1.423 0.735 -0.994 -0.05
C -3.2762 -2.2609 4.2158 -0.794 0.567 -1.675 0.07
C -4.7222 -2.3840 3.9865 1.616 0.916 -1.420 -0.22
O -5.4487 -2.9946 4.9944 0.005 0.247 -1.552 -0.07
C -6.4597 -3.8937 4.5012 -0.809 -1.357 0.494 -0.16
C -5.9013 -5.2133 3.8333 0.150 -0.157 -0.571 -0.31
C -4.4737 -5.6291 4.3437 0.112 -0.005 -0.314 -0.06
C -5.9119 -5.1318 2.2491 0.174 -0.702 -0.024 -0.16
C -5.8305 -6.5768 1.5825 -0.131 -0.038 -0.879 -0.38
C -4.3658 -6.9088 1.0340 -0.903 -0.006 0.284 -0.09
C -6.7993 -6.6920 0.3165 0.818 0.458 0.176 -0.10
C -5.3139 -1.8725 2.7380 1.533 0.165 0.261 0.01
C -4.4984 -1.2733 1.6878 1.020 -1.073 2.355 0.01
C -3.0694 -1.1860 1.9263 -0.389 -0.113 0.733 -0.07
C -2.1567 -0.5818 0.8174 0.046 -0.347 1.124 -0.27
O -2.4340 -0.7553 -0.3511 0.088 0.354 0.500 0.09
H 1.9114 -1.0472 4.2964 -0.193 1.028 0.146 0.09
H 2.2028 0.6927 4.8563 -0.538 -0.720 -0.427 0.07
H 0.6245 -0.1501 5.1523 0.849 0.175 -0.727 0.09
H 3.0631 3.1812 2.4246 -0.310 -0.856 0.238 0.10
H 2.5309 2.4697 3.9788 -0.043 -0.054 -1.168 0.11
H 4.5501 1.2916 3.8929 -0.392 0.059 -0.833 0.12
H 3.5665 0.1513 2.9216 0.230 1.044 0.229 0.09
H 4.2076 1.6303 0.8200 0.969 0.041 0.492 0.05
H 5.7464 2.0020 1.8217 -0.677 -0.503 -0.441 0.12
H 6.2013 -0.1304 0.5708 -0.879 -0.116 0.348 0.12
H 4.4814 -0.7446 0.8637 0.776 0.743 0.181 0.12
H 5.2707 -1.6566 2.5937 0.295 0.395 -0.048 0.08
H 2.1883 3.8364 0.8305 -0.956 -0.745 -0.457 0.07
H 1.7277 3.5850 -1.9177 0.631 -0.635 0.789 0.05
H 0.9532 1.3886 -2.1468 0.876 -0.095 0.738 0.07
H 2.1506 0.6402 -0.9135 -0.357 0.726 -0.450 0.08
H 2.6983 1.2794 -2.5072 -0.704 0.182 0.851 0.08
H -2.0392 1.6330 -0.5058 0.331 0.066 -0.091 0.08
H -0.8383 0.9192 -1.3230 -0.303 0.443 0.246 0.08
H -2.8125 -2.6467 5.1550 -0.525 0.385 -0.970 0.14
H -7.0523 -4.2172 5.4031 0.741 0.588 -0.716 0.13
H -7.1947 -3.4135 3.8044 0.755 -0.160 0.616 0.11
H -6.6122 -6.0467 4.1066 0.504 0.921 -0.206 0.14
H -3.7156 -4.9770 3.8341 -0.544 -0.512 0.657 0.08
H -4.3570 -5.5535 5.4537 -0.171 0.076 -0.914 0.09
H -4.2128 -6.6870 4.0567 -0.480 1.006 0.203 0.08
H -5.0367 -4.5346 1.8668 -0.849 -0.409 0.511 0.11
H -6.8422 -4.6143 1.8847 0.741 -0.465 0.467 0.11
H -6.1448 -7.3687 2.3223 0.349 0.874 -0.580 0.13
H -3.8332 -5.9481 0.8186 -0.217 -0.911 0.315 0.08
H -3.8178 -7.5579 1.7594 -0.135 0.706 -0.680 0.07
H -4.4759 -7.4461 0.0595 0.286 0.227 0.871 0.07
H -6.2023 -6.3042 -0.5546 -0.804 -0.185 0.625 0.07
H -7.7201 -6.0602 0.4223 0.680 -0.812 -0.071 0.07
H -7.0358 -7.7613 0.0780 0.040 0.960 0.329 0.08
H -6.4083 -1.9433 2.5732 0.951 0.041 0.212 0.11
H -4.9502 -0.8924 0.7467 0.451 -0.412 0.865 0.12
C 1.4545 4.8735 -4.5331 -0.040 -0.005 0.071 -0.09
C 0.3305 4.0720 -4.6631 0.046 -0.006 0.052 -0.08
C 0.1531 3.3813 -5.8519 0.124 -0.084 -0.319 -0.16
N 1.0016 3.4454 -6.8835 0.068 0.178 0.333 0.05
C 2.0776 4.2268 -6.7341 -0.239 -0.230 -0.146 -0.16
C 2.3505 4.9553 -5.5872 -0.208 0.132 0.142 -0.07
H 1.6301 5.4290 -3.6183 -0.009 0.008 -0.032 0.10
H -0.3917 3.9845 -3.8605 0.000 -0.016 -0.021 0.10
H -0.7088 2.7391 -6.0006 -0.019 0.031 0.062 0.10
H 2.7469 4.2609 -7.5878 0.047 0.052 0.057 0.10
H 3.2369 5.5676 -5.5225 0.000 -0.127 -0.032 0.07
C 7.5833 5.3928 -7.9180 0.091 -0.003 -0.073 -0.08
C 7.0384 6.5518 -7.3892 0.015 -0.044 -0.009 -0.07
C 5.9548 6.4351 -6.5335 -0.214 -0.206 0.158 -0.14
N 5.3997 5.2677 -6.1894 0.582 0.098 -0.349 0.05
C 5.9418 4.1636 -6.7138 -0.250 0.111 0.215 -0.15
C 7.0271 4.1708 -7.5754 0.016 0.076 -0.008 -0.07
H 8.4319 5.4413 -8.5901 -0.032 0.000 0.024 0.11
H 7.4449 7.5242 -7.6346 -0.030 -0.016 0.026 0.10
H 5.4958 7.3138 -6.0922 0.052 0.037 -0.045 0.11
H 5.4698 3.2318 -6.4190 0.042 -0.017 -0.037 0.11
H 7.4257 3.2446 -7.9680 -0.037 0.011 0.026 0.10
```
Positions in Å, forces in eV/Å.

Kohn-Sham gap: 0.2933 hartree
SMILES string: Cc1c(CCCCO)c([C@H](Cl)[C@H](C)Cl)c(N)c2c1C(=O)c1cc(OC[C@H](C)CC(C)C)ccc1C2=O.c1ccncc1.c1ccncc1
Calculated total energy: -2899.78839 Eh



# 2
The following is a DFT calculation (ωB97M-V/def2-TZVPD) of a structure of composition C39H47ClCsN7O2S2Se2Te2.

Geometry as XYZ:
```
103
Properties=species:S:1:pos:R:3:forces:R:3:lowdin_charge:R:1
Cs -3.6425 -1.0207 1.6943 0.010 -0.095 -0.031 0.57
C -7.1567 3.2569 4.8013 -0.002 -0.005 0.020 -0.50
S -7.5748 3.0640 3.0647 0.002 -0.013 -0.026 0.76
C -6.0751 2.3823 2.3484 0.049 0.052 -0.017 -1.17
S -4.6794 2.1550 3.2875 -0.066 -0.046 -0.029 0.46
N -6.3011 2.1950 1.0753 0.044 0.051 -0.007 -0.15
N -5.2955 1.5833 0.3709 -0.092 0.111 0.003 -0.03
C -5.3047 1.8690 -0.8730 0.088 -0.147 0.029 -0.13
C -4.3880 1.2323 -1.8349 0.002 0.028 0.046 -0.27
C -4.3597 1.7009 -3.1499 0.016 -0.013 -0.002 -0.04
C -3.5210 1.0913 -4.0676 -0.004 -0.004 0.018 -0.09
C -2.7401 0.0251 -3.6535 0.005 0.011 -0.009 -0.06
C -2.8320 -0.3736 -2.3254 -0.009 -0.008 -0.005 -0.13
N -3.6217 0.2106 -1.4348 -0.093 0.014 0.079 0.10
H -8.0442 3.6881 5.2689 0.003 0.004 0.000 0.01
H -6.3057 3.9219 4.9283 0.000 0.000 -0.004 0.00
H -6.9252 2.2992 5.2610 0.003 -0.003 -0.008 0.02
H -6.0226 2.5907 -1.2687 -0.011 0.001 0.013 0.11
H -4.9964 2.5288 -3.4364 -0.001 0.002 0.004 0.10
H -3.4858 1.4385 -5.0935 0.000 -0.002 -0.001 0.10
H -2.0820 -0.5008 -4.3321 0.002 0.000 0.002 0.09
H -2.2497 -1.2105 -1.9602 0.010 -0.022 -0.007 0.08
Se -4.6787 -4.2197 3.2390 0.010 0.004 0.036 -0.57
Te -4.0284 -5.8636 1.4771 -0.022 0.049 -0.080 -0.07
Te -3.5961 -4.3433 -0.7904 0.005 -0.092 0.027 -0.05
Se -1.4613 -5.3059 -1.7021 0.029 0.029 -0.002 -0.39
C 0.0851 -4.8521 4.2993 0.019 -0.020 0.002 -0.09
C -0.2725 -5.0742 2.9827 0.004 -0.011 -0.006 -0.07
C -0.8573 -4.0350 2.2701 -0.036 0.019 -0.015 -0.19
N -1.0939 -2.8377 2.7989 -0.058 0.082 -0.089 0.04
C -0.7683 -2.6394 4.0725 0.075 -0.074 0.008 -0.16
C -0.1651 -3.6073 4.8597 -0.060 0.053 0.051 -0.08
H 0.5369 -5.6403 4.8904 -0.001 -0.005 -0.002 0.09
H -0.1369 -6.0336 2.5025 0.003 -0.002 -0.001 0.10
H -1.1613 -4.1917 1.2386 0.005 0.001 0.010 0.03
H -1.0168 -1.6613 4.4740 0.044 0.006 0.024 0.10
H 0.0752 -3.3962 5.8943 0.001 -0.002 -0.003 0.09
C 2.9400 -1.7919 -4.5080 -0.002 -0.001 -0.022 -0.05
C 2.0149 -1.9904 -3.2970 -0.010 0.008 0.013 -0.48
C 1.5785 -0.5847 -2.8594 0.010 -0.018 0.008 -0.01
C 0.7729 -2.7503 -3.7823 -0.003 -0.012 0.003 -0.04
C 2.7515 -2.8491 -2.2080 0.010 -0.022 -0.031 -0.39
O 3.0078 -4.1481 -2.7940 -0.002 0.000 0.005 -0.04
C 4.1682 -2.3845 -1.7663 0.014 -0.001 0.001 -0.11
C 4.4559 -1.2821 -0.7365 0.005 0.000 0.014 -0.14
C 4.4065 0.1519 -1.2005 0.013 -0.013 -0.021 -0.24
C 5.1165 0.5730 -2.3222 0.006 -0.006 0.002 -0.06
C 5.0736 1.8900 -2.7530 -0.008 0.014 0.008 -0.11
C 4.3148 2.8029 -2.0400 0.006 -0.013 -0.003 -0.66
Cl 4.2492 4.4648 -2.5771 0.005 0.003 -0.007 0.63
C 3.6143 2.4233 -0.9098 0.000 -0.002 0.001 -0.08
C 3.6698 1.0997 -0.4968 -0.011 0.014 0.007 -0.03
C 1.8782 -3.2864 -1.0068 -0.003 -0.007 0.019 -0.04
N 1.0576 -2.2858 -0.3642 -0.049 -0.046 -0.002 -0.10
C -0.2766 -2.1707 -0.4421 0.000 0.043 -0.009 -0.22
N -0.6737 -1.0760 0.1798 0.037 0.051 -0.027 0.08
C 0.4861 -0.5621 0.6468 -0.019 -0.019 0.028 -0.21
N 1.5613 -1.2599 0.3531 0.034 0.046 -0.033 0.11
H 2.3752 -1.2967 -5.3007 -0.001 -0.004 0.002 0.09
H 3.2991 -2.7377 -4.9222 0.001 0.007 -0.002 0.08
H 3.7952 -1.1545 -4.2750 0.004 0.002 -0.001 0.07
H 1.0572 -0.1203 -3.7011 0.005 0.003 -0.005 0.09
H 2.4242 0.0535 -2.6144 0.017 0.001 0.025 0.06
H 0.8891 -0.5797 -2.0198 -0.021 -0.003 -0.002 0.07
H 0.2758 -2.1602 -4.5571 0.001 0.000 0.001 0.08
H 0.0436 -2.9435 -2.9956 -0.005 0.013 0.002 0.03
H 1.0336 -3.7204 -4.2025 0.009 -0.003 -0.003 0.09
H 3.7376 -4.0533 -3.4136 -0.005 -0.004 0.000 0.08
H 4.7553 -2.1953 -2.6717 -0.010 0.005 -0.007 0.10
H 4.5862 -3.2985 -1.3353 0.009 0.008 -0.006 0.12
H 5.4777 -1.4684 -0.3862 -0.003 -0.002 0.007 0.12
H 3.8013 -1.3981 0.1236 -0.005 0.008 -0.004 0.08
H 5.7098 -0.1418 -2.8817 0.001 0.000 0.000 0.11
H 5.6186 2.2090 -3.6312 0.001 -0.003 -0.002 0.10
H 3.0196 3.1438 -0.3638 -0.002 -0.010 -0.002 0.09
H 3.0995 0.7855 0.3673 -0.001 -0.001 0.003 0.10
H 2.5313 -3.7410 -0.2595 -0.006 0.004 0.011 0.14
H 1.1840 -4.0567 -1.3512 0.013 -0.003 -0.002 0.08
H -0.8851 -2.9282 -0.9290 -0.015 -0.021 -0.006 -0.03
H 0.5468 0.3489 1.2172 0.001 0.009 0.010 0.09
C 1.6989 5.6947 0.1537 0.003 -0.012 0.003 -0.06
C 1.1437 4.5608 0.9724 0.015 0.020 -0.002 -0.28
C 1.7857 4.1385 2.1314 -0.007 -0.003 0.006 -0.03
C 1.2653 3.1165 2.9108 -0.035 -0.032 -0.006 -0.21
C 2.0280 2.7075 4.1496 0.010 0.007 0.009 -0.06
C 0.0668 2.4903 2.5186 -0.012 0.027 -0.030 -0.11
C -0.4649 1.4051 3.3764 -0.093 0.016 -0.022 -0.20
O -1.4129 0.7018 3.1247 0.087 0.010 0.012 -0.04
C -0.5911 2.8873 1.3342 0.038 0.054 0.024 -0.17
C -1.8504 2.2567 0.8227 0.021 -0.015 -0.011 -0.05
C -0.0259 3.9226 0.5924 -0.018 -0.020 0.010 0.00
H 2.7733 5.8044 0.3050 0.002 0.005 -0.005 0.07
H 1.2223 6.6374 0.4336 0.001 -0.001 0.004 0.08
H 1.5200 5.5372 -0.9102 0.002 -0.003 0.002 0.07
H 2.7144 4.6133 2.4313 0.001 0.004 -0.003 0.11
H 2.9424 3.2950 4.2275 0.001 -0.001 -0.003 0.07
H 2.3097 1.6540 4.1276 0.004 -0.003 -0.001 0.08
H 1.4484 2.8725 5.0595 -0.002 -0.002 -0.004 0.08
H 0.0827 1.2457 4.3228 -0.021 0.016 0.005 0.12
H -2.6595 2.2858 1.5571 0.017 -0.020 0.012 0.01
H -1.6873 1.2088 0.5653 -0.019 -0.018 -0.001 0.04
H -2.1823 2.7756 -0.0774 0.004 -0.002 0.002 0.08
H -0.5269 4.2325 -0.3183 0.004 -0.003 -0.003 0.12
```
Positions in Å, forces in eV/Å.

Kohn-Sham gap: 0.1485 hartree
Calculated total energy: -8663.86820 Eh
Charge: -2



| no. | E_HOMO (eV) |
| --- | --- |
| 1 | -8.89 |
| 2 | -0.79 |